# 1
The following is a quantum chemistry calculation of a molecular structure, C14H25ClNPZn, from the OMol25 dataset.

F_max   4.58 eV/Å
Spin multiplicity   1
Calculated total energy   -86637.1562 eV
Energy relative to the best compared isomer or geometry (same formula, charge and spin)   202.9 kJ/mol
Orbital gap   6.13 eV

Positions of all 43 atoms, in Å:
C: -3.295 0.385 -2.013
C: -2.757 -0.889 -1.858
C: -1.615 -1.100 -1.040
C: -1.059 -0.052 -0.314
C: -1.619 1.218 -0.465
C: -2.731 1.446 -1.305
C: -1.070 -2.508 -1.027
C: 0.378 -2.754 -0.566
N: 1.256 -1.530 -0.473
Zn: 0.697 -0.475 0.930
C: -1.042 2.393 0.285
P: 0.566 1.852 1.009
H: -3.188 -1.745 -2.388
H: -3.129 2.462 -1.390
H: -4.146 0.552 -2.676
H: -1.701 2.722 1.109
H: -0.882 3.262 -0.379
H: -1.699 -3.140 -0.378
H: -1.174 -2.942 -2.035
H: 0.389 -3.210 0.437
C: 0.655 2.826 2.538
C: 1.729 2.676 -0.133
H: 0.871 -3.443 -1.272
C: 1.342 -0.827 -1.809
C: 2.632 -2.006 -0.101
H: 1.641 -1.033 2.243
H: 2.293 -1.107 -2.291
H: 0.503 -1.125 -2.449
H: 1.322 0.263 -1.651
H: 3.093 -2.541 -0.951
H: 3.236 -1.130 0.176
H: 2.553 -2.660 0.778
H: 1.687 3.764 0.017
H: 2.745 2.313 0.076
H: 1.474 2.441 -1.174
H: 0.479 3.890 2.321
H: -0.094 2.459 3.252
H: 1.651 2.700 2.983
H: 2.275 -0.088 1.746
Cl: -0.412 -0.712 3.877
C: -0.894 -0.766 2.226
H: -1.240 -1.784 2.005
H: -1.721 -0.055 2.129

Atomic charges from the Löwdin analysis, expressed in e, are listed below: number 1, C, carries -0.104; number 2, C, carries -0.061; number 3, C, carries -0.274; number 4, C, carries -0.196; number 5, C, carries -0.326; number 6, C, carries -0.065; number 7, C, carries -0.152; number 8, C, carries -0.170; number 9, N, carries -0.396; number 10, Zn, carries 0.225; number 11, C, carries -0.284; number 12, P, carries 0.845; number 13, H, carries 0.104; number 14, H, carries 0.103; number 15, H, carries 0.095; number 16, H, carries 0.098; number 17, H, carries 0.095; number 18, H, carries 0.122; number 19, H, carries 0.111; number 20, H, carries 0.116; number 21, C, carries -0.262; number 22, C, carries -0.265; number 23, H, carries 0.124; number 24, C, carries -0.027; number 25, C, carries -0.122; number 26, H, carries 0.114; number 27, H, carries 0.088; number 28, H, carries 0.099; number 29, H, carries 0.069; number 30, H, carries 0.093; number 31, H, carries 0.063; number 32, H, carries 0.083; number 33, H, carries 0.047; number 34, H, carries 0.037; number 35, H, carries 0.040; number 36, H, carries 0.048; number 37, H, carries 0.039; number 38, H, carries 0.045; number 39, H, carries 0.120; number 40, Cl, carries 0.431; number 41, C, carries -0.752; number 42, H, carries -0.002; number 43, H, carries 0.006


# 2
The following is a quantum chemistry calculation of 2 unconnected molecules or ions with the total composition C5H4ClNO, from the OMol25 dataset.

F_max   4.61 eV/Å
Spin multiplicity   1
Calculated total energy   -21304.8801 eV
Energy relative to the best compared isomer or geometry (same formula, charge and spin)   464.3 kJ/mol
Orbital gap (alpha / beta)   7.84 / 8.17 eV

Positions of all 12 atoms, in Å:
C: -0.323 -0.958 -1.999
C: 1.174 -0.343 0.037
C: 0.118 -0.495 -0.763
C: -2.188 0.411 -0.089
C: 1.325 0.598 1.226
N: -0.709 -1.362 -3.017
O: -2.026 1.514 0.340
Cl: -3.340 -0.795 -0.010
H: 1.954 -0.947 -0.318
H: 0.726 1.453 1.184
H: 0.868 0.133 2.171
H: 2.421 0.791 1.238

Atomic charges from the Löwdin analysis, expressed in e, are listed below: number 1, C, carries -0.291; number 2, C, carries -0.135; number 3, C, carries -0.033; number 4, C, carries -0.701; number 5, C, carries -0.075; number 6, N, carries 0.144; number 7, O, carries 0.027; number 8, Cl, carries 0.738; number 9, H, carries 0.091; number 10, H, carries 0.037; number 11, H, carries 0.110; number 12, H, carries 0.087